No. 1
# C11H13BrMgO

A structure of composition C11H13BrMgO at a distorted geometry (wB97M-V/def2-TZVPD, the Open Molecules 2025 dataset).

DFT total energy	-3276.2693	a.u.
net charge	-2
HOMO energy	0.0	eV
HOMO-LUMO gap	5.3737	eV
energy above the lowest of the compared OMol25 structures with the same formula, charge and spin	27.71	kcal per mole
LUMO level	5.4	eV

Last column: natural (NBO) charge in e.
Element x y z (Å)
C -0.6353 1.6974 0.9757  -0.444
C -0.6903 1.2143 2.3190  -0.381
C 0.6539 0.9230 2.7335  -0.230
H -1.6104 1.0432 2.8751  0.190
C 1.5156 1.4484 1.7358  -0.427
C 0.7281 1.9103 0.6280  -0.476
H 1.1126 2.3372 -0.3084  0.215
H -1.4623 1.9150 0.3193  0.218
H 0.9969 0.6206 3.7116  0.193
H 2.5736 1.4933 1.8970  0.185
Mg 0.3343 -0.6105 0.3536  1.717
Br -1.6738 -1.9082 0.0544  -0.879
C -0.3310 -1.1158 -3.1900  -0.402
C 0.3522 0.0845 -3.5310  -0.390
C -0.5504 1.1730 -3.3392  -0.382
H 1.3811 0.1686 -3.8711  0.170
C -1.7861 0.6353 -2.8823  -0.364
C -1.6788 -0.7837 -2.8783  -0.334
H -2.4668 -1.4822 -2.6196  0.195
H 0.0833 -2.1188 -3.2011  0.179
H -0.3274 2.2273 -3.4906  0.172
H -2.6745 1.1962 -2.6136  0.175
C 1.2348 -2.4836 2.8679  -0.223
O 0.9779 -1.2539 2.2689  -1.038
H 2.2515 -2.3303 3.2766  0.118
H 1.1843 -3.3743 2.2240  0.123
H 0.5070 -2.6261 3.6848  0.121



No. 2
# C21H41MoN5O3Si

A structure of composition C21H41MoN5O3Si at a distorted geometry (wB97M-V/def2-TZVPD, the Open Molecules 2025 dataset).

DFT total energy	-1681.5846	a.u.
net charge	+2
HOMO energy (alpha / beta)	-14.3 / -14.1	eV
HOMO-LUMO gap (alpha / beta)	7.4120 / 7.2702	eV
LUMO level (alpha / beta)	-6.9 / -6.8	eV

Last column: Mulliken charge in e.
Element x y z (Å)
Mo 0.4631 0.0312 0.3628  0.583
C 1.8558 0.4090 3.8914  -1.347
C 0.7342 -0.5393 3.6110  0.531
C 0.1834 -1.3570 4.5885  -0.841
C -0.8729 -2.1889 4.2592  -0.841
C -1.3949 -2.2073 2.9704  -0.623
C -0.8081 -1.3799 2.0340  0.496
N 0.2321 -0.5843 2.3720  0.287
N -1.0804 -1.2237 0.6557  0.386
Si -2.5993 -1.9284 -0.0283  -0.157
C -2.4018 -3.7675 -0.1622  -1.092
C -3.9988 -1.4108 1.0807  -1.143
C -2.8646 -1.2018 -1.7312  -0.959
H 1.6386 0.9909 4.7870  0.449
H 2.0128 1.0949 3.0600  0.158
H 2.7821 -0.1371 4.0760  0.438
H 0.5846 -1.3337 5.5915  0.553
H -1.2935 -2.8439 5.0108  0.467
H -2.2052 -2.8680 2.7063  0.427
H -2.1651 -4.2511 0.7862  0.355
H -1.6188 -4.0434 -0.8734  0.315
H -3.3354 -4.2046 -0.5260  0.400
H -4.1080 -2.0261 1.9729  0.386
H -4.9353 -1.4868 0.5238  0.474
H -3.8862 -0.3751 1.4084  0.304
H -2.5901 -1.8997 -2.5216  0.353
H -2.3297 -0.2668 -1.8916  0.081
H -3.9287 -0.9891 -1.8566  0.535
C 0.4009 -0.4359 -5.3348  -1.020
N 0.3641 0.1224 -3.9911  0.080
C 0.5981 1.5327 -3.7190  -0.591
C 0.5233 1.5682 -2.2065  -0.403
O 0.7300 2.5022 -1.4767  -0.511
N 0.2242 0.2796 -1.7565  2.236
C 0.2218 -0.5297 -2.8438  -0.619
N 0.1218 -1.8488 -2.7346  -0.156
H -0.1829 0.2005 -5.9969  0.340
H -0.0433 -1.4278 -5.3512  0.377
H 1.4247 -0.4929 -5.7042  0.329
H -0.1528 2.1801 -4.1755  0.387
H 1.5845 1.8491 -4.0647  0.375
H -0.0921 -2.2481 -1.8355  -0.027
H 0.1027 -2.4506 -3.5395  0.219
C 4.1061 1.7324 -0.2756  -1.424
C 3.6591 0.3016 -0.0635  1.047
C 3.8051 -0.5348 -1.3210  -1.402
C 4.3591 -0.3463 1.1148  -1.477
O 2.2035 0.3441 0.2477  -0.586
H 5.1756 1.7332 -0.4850  0.431
H 3.9304 2.3339 0.6161  0.378
H 3.5821 2.1958 -1.1111  0.323
H 4.8562 -0.5711 -1.6043  0.509
H 3.2447 -0.0958 -2.1489  0.210
H 3.4577 -1.5563 -1.1575  0.346
H 5.4044 -0.5068 0.8528  0.472
H 3.9149 -1.3128 1.3559  0.377
H 4.3255 0.2945 1.9949  0.326
C -2.2581 2.6699 -1.3866  -1.282
C -2.4002 1.9386 -0.0746  -0.101
O -1.1614 1.5623 0.5909  0.404
C -0.6223 2.6591 1.3988  -0.337
C -1.0015 2.5081 2.8521  -1.145
H -3.2375 3.0492 -1.6787  0.500
H -1.9105 2.0067 -2.1774  0.116
H -1.5712 3.5113 -1.3137  0.394
H -2.9507 1.0103 -0.2079  -0.155
H -2.9518 2.5462 0.6444  0.459
H -1.0091 3.5972 1.0013  0.524
H 0.4591 2.6767 1.2379  0.157
H -2.0858 2.4859 2.9687  0.281
H -0.6195 3.3572 3.4193  0.475
H -0.5984 1.5967 3.2830  0.193



No. 3
# C4H10F7N4O7P2S4Si2

A structure of composition C4H10F7N4O7P2S4Si2 at a distorted geometry (wB97M-V/def2-TZVPD, the Open Molecules 2025 dataset).

DFT total energy	-4457.7036	a.u.
net charge	-1
HOMO energy	-6.7	eV
HOMO-LUMO gap	7.1694	eV
LUMO level	0.5	eV

Last column: natural (NBO) charge in e.
Element x y z (Å)
N 3.3288 -1.8854 0.8196  -1.315
P 3.6757 -0.7643 1.9141  0.817
Si 2.2499 0.9128 2.0381  0.971
O 2.2543 2.0314 0.7064  -1.205
Si 3.1240 1.5018 -0.6772  2.227
F 2.5005 0.0838 -1.4115  -0.611
C 2.8861 2.8991 -2.0094  -1.156
S 4.3924 2.9675 -3.0850  1.867
O 5.4091 3.9366 -2.4981  -0.930
O 4.0449 3.2769 -4.5237  -0.903
N 4.9130 1.4196 -0.4234  -0.921
C 5.2687 2.4099 0.3342  0.264
S 5.4747 3.6942 1.3691  0.084
P 0.2202 0.1153 2.5304  0.823
N 0.4952 -0.9680 3.7166  -1.324
H 3.1700 -2.7846 1.3015  0.378
H 4.9902 -0.2307 1.7114  -0.040
H 3.6428 -1.4172 3.2116  0.034
H 2.6321 1.6997 3.2376  -0.152
H 1.9557 2.6977 -2.6497  0.306
H 2.7143 3.8858 -1.4633  0.304
H 5.0218 1.7068 -3.0279  0.052
H -0.6785 1.1702 2.9702  -0.008
H -0.3887 -0.5753 1.4350  0.053
H 0.1589 -1.8886 3.3713  0.379
C -2.8694 -1.2292 -2.1134  0.707
F -1.5548 -0.9497 -2.2210  -0.321
F -3.5280 -0.2331 -2.7478  -0.324
F -3.0873 -2.3432 -2.8468  -0.321
S -3.4125 -1.4246 -0.3805  2.220
O -3.1257 -0.1386 0.2362  -0.944
O -2.6218 -2.5331 0.1235  -0.930
N -4.9363 -1.7304 -0.6902  -1.187
S -5.8031 -1.9819 0.6155  2.220
O -6.0407 -0.8270 1.4622  -0.928
O -5.5477 -3.2202 1.3275  -0.925
C -7.3972 -2.2623 -0.2311  0.706
F -7.3467 -3.3100 -1.0846  -0.324
F -7.7782 -1.1978 -0.9731  -0.325
F -8.4068 -2.5139 0.6254  -0.319



No. 4
# C19H24CrF7N4O3

A structure of composition C19H24CrF7N4O3 at a distorted geometry (wB97M-V/def2-TZVPD, the Open Molecules 2025 dataset).

DFT total energy	-2926.8010	a.u.
net charge	-1
HOMO energy (alpha / beta)	-2.3 / -4.2	eV
HOMO-LUMO gap (alpha / beta)	5.0747 / 6.9623	eV
energy above the lowest of the compared OMol25 structures with the same formula, charge and spin	0.00	kcal per mole
expectation value of S²	6.019
LUMO level (alpha / beta)	2.8 / 2.8	eV
spin multiplicity	5

Last column: natural (NBO) charge in e.
Element x y z (Å)
Cr 1.5095 7.7039 16.1768  1.060
N 0.1383 8.7705 17.2910  -0.842
C 0.1095 10.2315 17.2496  -0.210
C 1.1938 10.9138 18.0620  -0.408
C 2.3747 11.4412 17.1865  -0.405
C 3.2037 10.5419 16.3068  -0.219
N 3.0163 9.1170 16.6829  -0.883
H -0.7829 8.4533 16.9207  0.379
H 0.3396 8.3583 18.2044  0.398
H -0.8730 10.5744 17.5702  0.166
H 0.1750 10.5539 16.2201  0.209
H 1.5246 10.2896 18.9169  0.212
H 0.7131 11.8399 18.4753  0.208
H 3.0952 11.8945 17.8945  0.191
H 2.0591 12.3250 16.5894  0.202
H 4.2802 10.7741 16.3602  0.174
H 2.8536 10.6566 15.2694  0.216
H 3.1356 8.9992 17.7023  0.354
H 3.7358 8.4952 16.2645  0.429
C 3.9809 6.6580 19.1889  -0.647
C 2.4942 6.1809 18.9245  0.129
O 1.8790 6.7270 17.7586  -0.879
C 2.5452 4.5988 18.8033  0.963
F 2.8682 3.9546 20.0167  -0.356
F 3.5269 4.2474 17.8878  -0.335
F 1.3531 4.0981 18.3672  -0.308
C 1.5970 6.6171 20.1408  0.962
F 1.4088 8.0042 20.0385  -0.361
F 0.3660 6.0324 20.1570  -0.315
F 2.1986 6.5078 21.3745  -0.338
H 4.6151 6.3568 18.3442  0.247
H 4.3997 6.1312 20.0654  0.218
H 4.0751 7.7808 19.3171  0.216
C 5.6463 4.4100 14.8607  -0.410
N 4.2022 4.7427 14.8548  -0.440
C 3.3433 3.7225 14.5860  0.075
C 2.0429 3.9262 14.3619  -0.374
C 1.5054 5.2321 14.7120  0.615
O 0.3070 5.5493 14.7372  -0.644
N 2.4329 6.2282 15.0355  -0.669
C 3.7728 6.0579 15.1319  0.783
O 4.6041 6.9680 15.3860  -0.740
H 6.0238 4.2174 13.8278  0.187
H 5.8136 3.5380 15.5094  0.192
H 6.2224 5.2610 15.2225  0.245
H 3.8603 2.7650 14.4592  0.193
H 1.3778 3.0940 14.0162  0.222
F 0.7176 10.2146 10.5476  -0.378
C 0.8588 9.6374 11.7968  0.398
C -0.2209 9.1987 12.5252  -0.321
C 0.0227 8.5886 13.7649  -0.243
C 1.3165 8.5427 14.2674  -0.346
C 2.4049 8.9015 13.4389  -0.253
C 2.1837 9.4942 12.2333  -0.312
H -1.2244 9.3091 12.1098  0.199
H -0.8300 8.1760 14.3132  0.186
H 3.4424 8.6781 13.7465  0.207
H 3.0173 9.9353 11.6502  0.200



No. 5
# C3H6N4O

The molecule C3H6N4O at a distorted geometry (wB97M-V/def2-TZVPD, the Open Molecules 2025 dataset).

DFT total energy	-412.0852	a.u.
net charge	0
HOMO energy	-9.5	eV
HOMO-LUMO gap	10.3424	eV
energy above the lowest of the compared OMol25 structures with the same formula, charge and spin	77.64	kcal per mole
LUMO level	0.9	eV
SMILES	[H]/N=C/N(/C=N/[H])NC=O

Last column: natural (NBO) charge in e.
Element x y z (Å)
H -3.3644 0.6996 0.0138  0.366
N -2.4487 0.1065 0.1008  -0.727
C -1.3857 0.7890 -0.1345  0.287
N -0.1266 0.2139 -0.1802  -0.325
C -0.1931 -1.2535 -0.0143  0.265
N 0.8074 -2.1334 -0.1768  -0.720
H 0.4901 -3.1188 -0.3447  0.373
N 1.0270 0.8972 -0.5014  -0.460
C 1.9470 1.0523 0.5421  0.529
O 1.7090 0.7755 1.7049  -0.529
H -1.4780 1.8900 -0.3917  0.183
H -1.2333 -1.4595 0.4025  0.234
H 1.3179 0.2822 -1.1877  0.393
H 2.9315 1.2590 0.1671  0.131